Record 1
ORCA calculation (wB97M-V/def2-TZVPD) on a molecular structure, C33H34N9O4Zr in a non-equilibrium geometry.

* total charge: +1
* E_HOMO: -10.6 eV
* Kohn-Sham gap: 0.2663 Ha

Last column: Mulliken charge in e.
Geometry (Å):
1 Zr 0.45727 0.18272 0.40910  0.486
2 O -0.66671 -2.18190 3.86475  -0.748
3 C -0.56619 -1.48471 2.82118  -0.338
4 N 0.55998 -1.23881 2.03064  0.904
5 C 1.76237 -1.89824 2.42886  -1.387
6 C 2.98926 -1.34619 1.61199  0.474
7 C 4.31920 -1.58778 1.98320  -0.689
8 C 5.37695 -1.10730 1.17620  -0.445
9 C 5.00085 -0.29045 0.14574  -0.892
10 C 3.68132 -0.12554 -0.23497  -0.313
11 N 2.66505 -0.61086 0.53503  0.457
12 C -1.72065 -0.65873 2.49235  0.728
13 C -2.80761 -0.77109 3.38899  -0.847
14 C -3.80504 0.17288 3.31109  -0.599
15 C -3.84028 1.00058 2.17556  -0.862
16 C -2.81280 0.96185 1.19477  -0.257
17 N -1.77954 0.07831 1.28966  1.321
18 H 1.92496 -1.74791 3.48810  0.609
19 H 1.69492 -2.97894 2.30015  0.475
20 H 4.45922 -2.21324 2.87884  0.463
21 H 6.45347 -1.27645 1.47975  0.368
22 H 5.68857 0.29502 -0.39549  0.493
23 H 3.38146 0.31685 -1.18717  0.391
24 H -2.88232 -1.62441 4.06758  0.506
25 H -4.62262 0.21384 4.00321  0.512
26 H -4.73670 1.60045 1.96606  0.431
27 H -2.87598 1.66023 0.34546  0.250
28 C 3.15922 -0.14548 -5.08785  -0.905
29 O 2.29250 0.02915 -3.96007  -0.209
30 C 1.29716 0.95917 -3.93052  0.322
31 C 0.76950 1.68455 -5.03988  -0.529
32 C -0.24992 2.66136 -4.93416  -0.892
33 C -0.79024 2.87993 -3.68381  -1.177
34 C -0.12619 2.30984 -2.52447  0.403
35 C -0.55898 2.75913 -1.25462  -0.521
36 N -0.16022 2.20734 -0.13362  0.581
37 N -0.52726 2.85014 1.02302  -1.089
38 C 0.30892 2.54259 2.00854  0.582
39 O 1.04127 1.51996 1.91573  -0.983
40 C 0.08724 3.16368 3.31241  0.997
41 C 1.01677 2.86364 4.29767  -0.633
42 C 0.81587 3.53285 5.50899  -0.489
43 C -0.15391 4.53150 5.67440  -0.490
44 C -1.13457 4.73751 4.68680  -0.588
45 C -0.99614 4.04002 3.48615  -0.405
46 C 0.76123 1.21663 -2.64555  0.469
47 O 1.12562 0.42517 -1.64494  0.063
48 H 3.93354 -0.90945 -4.77036  0.217
49 H 2.56837 -0.47192 -5.96184  0.323
50 H 3.69673 0.77465 -5.32814  0.363
51 H 1.12384 1.48705 -6.03330  0.414
52 H -0.58151 3.27404 -5.80745  0.355
53 H -1.66260 3.51421 -3.57076  0.438
54 H -1.26748 3.57967 -1.15322  0.490
55 H 1.84444 2.14196 4.08659  0.350
56 H 1.48288 3.40561 6.36552  0.376
57 H -0.11578 5.16372 6.59148  0.354
58 H -2.01764 5.38767 4.74323  0.378
59 H -1.80892 4.13296 2.77309  0.336
60 C 0.19192 -2.45833 -1.68989  -0.662
61 N -0.83089 -1.70908 -0.93188  2.330
62 C -1.78903 -1.12716 -1.88487  -0.805
63 N -2.37944 -2.14921 -2.67936  0.090
64 C -1.42176 -2.93135 -3.41824  -0.703
65 N -0.39050 -3.52323 -2.53979  0.104
66 C -1.14978 -4.41912 -1.65329  -0.784
67 N -2.20464 -3.75293 -0.79885  0.044
68 C -1.60881 -2.64706 -0.03993  -1.200
69 C -3.09997 -3.13351 -1.76816  -0.808
70 H 0.88153 -2.93077 -1.00385  0.287
71 H 0.73726 -1.73499 -2.28874  -0.248
72 H -1.27010 -0.41783 -2.59578  0.033
73 H -2.56377 -0.60092 -1.27961  0.209
74 H -0.87893 -2.30239 -4.14555  0.292
75 H -1.86671 -3.72046 -4.01236  0.372
76 H -0.46940 -5.02156 -1.00486  0.302
77 H -1.63139 -5.15769 -2.25599  0.430
78 H -0.86831 -3.16592 0.59261  0.179
79 H -2.41996 -2.15870 0.43253  0.400
80 H -3.85628 -2.66609 -1.19498  0.380
81 H -3.58316 -3.86076 -2.41885  0.371

Record 2
ORCA calculation (wB97M-V/def2-TZVPD) on a single C5H6S3 molecule in a non-equilibrium geometry.

* SMILES string: C/C=C/C(=S)C(=S)S
* E_HOMO: -8.9 eV
* Kohn-Sham gap: 0.2620 Ha

Last column: Mulliken charge in e.
Geometry (Å):
1 C 2.25852 1.28087 -0.84323  -1.001
2 C 0.95538 0.42898 -0.87246  -0.071
3 C -0.25787 0.48745 -0.14662  -0.164
4 C -1.18968 -0.66484 -0.02643  0.445
5 S -1.13637 -1.86390 -1.13345  -0.235
6 C -2.01490 -0.60630 1.19718  0.015
7 S -3.06660 0.60599 1.46867  -0.151
8 S -2.13928 -2.07626 2.33402  -0.187
9 H 2.58832 1.75947 -1.80517  0.306
10 H 3.19454 0.71899 -0.28611  0.228
11 H 1.97566 2.20670 -0.40384  0.343
12 H 1.11605 -0.66735 -1.32336  0.127
13 H -0.54670 1.34573 0.65318  0.148
14 H -1.73708 -2.95554 1.18762  0.197